# 1
Below is C9H14N2PPt as an isolated structure, with properties calculated with ωB97M-V with the def2-TZVPD basis set.

Atoms and positions in Å:
Pt  -0.043  -0.474  -1.612
P  1.017  -2.140  -0.468
N  0.967  1.126  2.449
N  0.415  0.465  0.409
C  -1.303  -1.452  -3.025
C  0.652  0.050  1.667
C  0.796  2.278  1.689
C  1.521  1.120  3.793
C  -1.721  0.715  -2.229
C  -1.029  -0.020  -3.310
C  -2.322  -0.231  -1.359
C  -2.027  -1.529  -1.792
C  0.416  1.846  0.434
H  -2.158  -2.691  -1.490
H  1.016  3.256  2.083
H  1.865  0.132  4.110
H  2.382  1.785  3.837
H  -2.811  0.369  -0.395
H  0.134  2.446  -0.403
H  0.831  1.488  4.558
H  -1.707  1.810  -2.375
H  0.453  -2.510  0.780
H  -0.916  -2.104  -3.868
H  1.005  -3.377  -1.155
H  -0.433  0.427  -4.111
H  2.395  -1.832  -0.289
H  0.606  -0.956  2.071

Forces on the atoms, in the same order (eV/Å):
4.0 -1.2 3.6
0.6 0.1 -1.3
-0.2 0.1 -0.4
-0.6 1.0 1.6
1.1 1.7 -3.2
0.5 1.7 -0.7
-0.2 -1.3 -0.5
0.0 0.1 0.6
1.0 0.6 -3.1
-2.0 0.0 -0.6
-2.8 3.5 3.1
-1.4 -4.7 -1.1
0.8 -0.2 1.6
-0.4 3.4 0.2
-0.1 -0.1 0.0
-0.2 0.0 -0.3
0.2 0.0 -0.2
1.0 -2.8 -2.3
0.1 0.0 -0.4
-0.3 -0.1 -0.3
-0.5 -0.7 1.1
0.5 -0.2 -0.1
-0.9 -0.1 1.9
0.3 0.0 0.5
-0.7 -0.3 0.0
-0.3 -0.7 0.6
0.2 0.3 -0.2

Summary:
2S+1	3
relative energy (zero: lowest compared OMol25 entry of this formula, charge and spin)	246.4	kJ/mol
net charge	-1
E_tot	-25069.1982	eV
E_LUMO (alpha / beta)	0.09930 / 0.10065	Eh
<S²>	2.005

# 2
Below is C9H14N2PSr as an isolated structure, with properties calculated with ωB97M-V with the def2-TZVPD basis set.

Atoms and positions in Å:
Sr  0.000  0.000  0.000
P  0.933  -1.808  1.006
N  0.608  2.148  1.466
N  1.319  3.531  3.075
C  0.381  3.419  1.081
C  -1.259  1.299  -1.382
C  1.176  2.251  2.688
C  0.821  4.271  2.072
C  -0.903  -0.903  -1.884
C  1.590  1.093  3.532
C  -1.878  0.010  -1.371
C  0.234  -0.136  -2.414
C  0.017  1.208  -2.107
H  0.780  5.353  2.062
H  1.102  -0.560  -2.921
H  -0.069  3.706  0.142
H  1.046  1.128  4.499
H  1.338  -2.890  0.186
H  -1.727  2.231  -1.055
H  2.114  -1.591  1.754
H  0.142  -2.493  1.961
H  1.345  0.144  3.030
H  -1.048  -1.978  -2.016
H  1.725  3.880  3.972
H  -2.864  -0.239  -0.978
H  2.682  1.140  3.724
H  0.681  2.045  -2.326

Forces on the atoms, in the same order (eV/Å):
1.0 6.7 5.1
4.4 -7.0 3.4
0.8 -0.4 1.8
0.5 -0.2 1.2
0.3 1.6 0.7
-1.2 1.0 -3.6
-0.3 -1.7 -0.8
-1.0 1.8 -1.9
-0.9 -0.1 -3.4
0.1 0.1 0.4
0.0 0.7 -1.8
-1.3 -0.8 -0.6
-1.9 0.6 -0.4
0.1 -0.2 0.2
-0.3 0.1 0.3
0.1 -0.2 0.1
0.3 -0.1 -0.4
0.4 -0.3 0.0
0.2 -0.4 0.0
-0.3 -0.7 0.0
-0.3 -0.3 0.7
0.1 0.5 0.3
0.1 0.3 0.1
-0.6 -0.7 -1.4
0.5 0.1 0.0
-0.5 -0.2 -0.1
-0.2 -0.3 0.2

Summary:
2S+1	1
relative energy (zero: lowest compared OMol25 entry of this formula, charge and spin)	396.1	kJ/mol
net charge	-1
E_tot	-22657.1109	eV
E_LUMO (alpha / beta)	0.10327 / 0.10028	Eh

# 3
Below is an isolated ion of composition C9H14N3 and charge +1, with properties calculated with ωB97M-V with the def2-TZVPD basis set.

Atoms and positions in Å:
N  -0.241  1.671  -1.593
N  -0.512  2.829  -1.852
N  2.251  2.593  -1.855
C  0.137  3.854  -2.211
C  -0.314  -1.398  1.303
C  1.508  3.433  -2.116
C  1.205  0.283  -0.228
C  -1.551  0.332  0.017
C  -0.306  1.203  -0.313
C  1.380  -0.412  -1.472
C  1.032  -0.563  1.038
C  -1.482  -0.434  1.296
H  -1.382  0.266  2.124
H  1.612  0.281  -2.269
H  2.235  -1.172  -1.210
H  -0.404  4.669  -2.668
H  0.502  -1.001  -2.018
H  -2.524  0.869  0.065
H  1.901  1.134  -0.187
H  -0.205  -1.897  2.254
H  -0.144  1.994  0.387
H  -0.517  -2.153  0.567
H  -1.892  -0.315  -0.757
H  1.222  0.091  1.903
H  -2.407  -0.825  1.462
H  1.916  -1.349  1.038

Forces on the atoms, in the same order (eV/Å):
-2.4 -0.5 -0.6
-0.4 0.0 0.0
0.8 0.9 -0.3
0.1 -0.6 -0.5
0.9 1.5 -0.4
0.6 0.4 0.1
-2.9 1.1 1.5
-1.3 0.4 -0.3
1.0 -1.2 1.1
0.4 -3.7 -2.5
1.2 -1.8 0.5
3.0 1.5 0.5
0.3 0.3 0.2
0.8 -0.1 -0.1
-1.4 1.3 -1.2
0.5 0.4 0.2
1.4 0.9 1.9
1.0 1.1 0.1
0.0 -0.7 0.6
0.1 -0.1 0.3
-0.5 0.7 0.7
0.4 -0.4 -0.6
0.8 -0.9 -1.2
-0.2 -0.3 -0.1
-2.5 -1.7 0.3
-1.6 1.6 0.0

Summary:
2S+1	1
relative energy (zero: lowest compared OMol25 entry of this formula, charge and spin)	609.0	kJ/mol
net charge	+1
E_tot	-14017.6702	eV
E_LUMO	-0.24838	Eh